{"formula": "C4H9BrO2S", "method": "ωB97M-V/def2-TZVPD", "multiplicity": 1, "homo_lumo_gap_ev": 6.91, "e_above_lowest_kcal_mol": 19.0, "homo_energy_ev": -8.70, "elements": ["C", "C", "C", "C", "O", "O", "S", "Br", "H", "H", "H", "H", "H", "H", "H", "H", "H"], "coordinates": [[-0.3707, 1.2295, 0.8266], [-1.5757, -0.4968, -0.6001], [0.2163, -1.2181, 1.0785], [-0.5087, -0.1629, 0.3624], [1.1846, 1.5883, -2.2501], [1.9490, -0.7699, -2.2636], [1.4506, 0.3676, -1.5221], [3.0957, 0.8423, 0.1001], [-0.6212, 1.9422, 0.0441], [-1.0436, 1.4157, 1.6686], [0.6376, 1.4262, 1.1915], [-1.5176, -1.5295, -0.9308], [-1.5542, 0.1642, -1.4661], [-2.5500, -0.3430, -0.1262], [0.1944, -2.1652, 0.5467], [1.2507, -0.9233, 1.2779], [-0.2372, -1.3673, 2.0626]]}